Entry 1:
Density functional theory data (ωB97M-V/def2-TZVPD) for a gas-phase ion, C10H17N3S (charge +2) at a distorted geometry.

total energy = -25930.8824 eV
gap between HOMO and LUMO = 9.64 eV
LUMO level = -8.24 eV
relative energy (zero: lowest compared OMol25 entry of this formula, charge and spin) = 57.2 kcal/mol
charge = +2
spin multiplicity = 1
HOMO = -0.6569 hartree
SMILES = N#CS[N@+]12CCC/[NH+]=C/CCC[C@@H]1C2

Element x y z (Å)
N -5.06045 1.34966 0.19050
C -4.11408 0.81202 0.53739
S -2.69261 0.23131 1.23916
N -1.66352 0.03105 -0.25006
C -1.68580 -1.24387 -0.85932
C -1.08126 -2.36418 0.05475
C 0.45015 -2.37332 0.11818
N 1.01311 -1.24458 0.82533
C 1.98409 -0.46718 0.48043
C 2.34496 0.76335 1.24061
C 1.51388 2.02247 0.57246
C -0.08170 1.88134 0.48486
C -0.55292 0.89683 -0.52800
C -1.78854 1.07029 -1.23556
H -1.06098 -1.26490 -1.76522
H -2.72036 -1.50442 -1.05606
H -1.28106 -3.27725 -0.47155
H -1.54334 -2.21912 1.02994
H 0.76888 -3.28073 0.57771
H 0.83751 -2.45123 -0.85370
H 0.50617 -1.00285 1.67653
H 2.59554 -0.94520 -0.33117
H 2.01600 0.63939 2.27879
H 3.40766 0.96846 1.25800
H 1.76402 2.97254 1.12414
H 1.85209 2.17068 -0.49829
H -0.32681 1.45969 1.48775
H -0.64493 2.84434 0.25309
H 0.16586 0.38361 -1.13100
H -2.38900 1.91600 -0.91952
H -1.79243 0.66777 -2.16796



Entry 2:
Density functional theory data (ωB97M-V/def2-TZVPD) for a molecular structure, C10H17N4O2PtSSe2Te2.

total energy = -180066.2456 eV
gap between HOMO and LUMO (spin up / spin down) = 5.74 / 5.58 eV
LUMO level (spin up / spin down) = 1.86 / 1.16 eV
relative energy (zero: lowest compared OMol25 entry of this formula, charge and spin) = 0.0 kcal/mol
charge = -1
spin multiplicity = 3
<S²> = 2.022
HOMO (spin up / spin down) = -0.1428 / -0.1626 hartree

Element x y z (Å)
Pt -0.74169 0.04637 0.08654
Se -2.85710 -1.07260 -3.33735
Te -3.04828 -0.10003 -1.18536
Te -0.57327 2.04012 -1.59845
Se 0.17326 1.25520 -3.71040
C -0.62453 4.03707 3.68766
N -1.44764 2.94094 3.22091
C -2.35229 2.32523 4.03782
C -3.10078 1.30339 3.60688
C -2.92948 0.82693 2.23578
O -3.61047 -0.10091 1.79725
N -1.98674 1.45033 1.45747
C -1.24672 2.49076 1.90894
O -0.41048 3.08334 1.22668
H -1.02586 4.39725 4.63436
H -0.62961 4.84380 2.95789
H 0.41048 3.72095 3.82849
H -2.41769 2.72692 5.04142
H -3.82274 0.81516 4.24203
C -0.50081 -3.79384 -2.43684
C 0.52981 -2.69129 -2.27040
N 0.80033 -2.48689 -0.85143
C 0.98804 -1.20255 -0.34719
S 0.79975 -0.98342 1.38605
N 1.92797 -0.46982 -1.09557
C 3.25109 -1.04649 -1.30231
C 3.83322 -0.56400 -2.62057
H -0.70220 -3.98561 -3.49076
H -1.44116 -3.50941 -1.96593
H -0.14224 -4.72452 -1.98675
H 0.18016 -1.75427 -2.70939
H 1.45150 -2.97085 -2.79723
H 0.31668 -3.10456 -0.22160
H 1.95593 0.49160 -0.78724
H 3.14242 -2.13014 -1.29897
H 3.92695 -0.79674 -0.47179
H 3.17959 -0.85036 -3.44482
H 4.82790 -0.98129 -2.79280
H 3.91675 0.52424 -2.63299



Entry 3:
Density functional theory data (ωB97M-V/def2-TZVPD) for 2 unconnected molecules or ions with the total composition C10H17N5 at a distorted geometry.

total energy = -18093.0454 eV
gap between HOMO and LUMO = 8.47 eV
LUMO level = 0.77 eV
relative energy (zero: lowest compared OMol25 entry of this formula, charge and spin) = 23.9 kcal/mol
spin multiplicity = 1
HOMO = -0.2828 hartree
SMILES = CCC(C)(C)Nc1ccc(N)nn1.C#N

Element x y z (Å)
C -1.81591 2.10318 -0.94719
C -1.55529 1.30922 0.33094
C -1.27355 -0.26656 0.28117
C -2.61520 -0.75853 -0.15542
C -0.88189 -0.69042 1.67945
N -0.17177 -0.47407 -0.71130
C 1.15012 -0.06904 -0.40618
C 2.20247 -0.37054 -1.30155
C 3.50889 0.01980 -1.06181
C 3.77281 0.76167 0.08967
N 5.03712 1.02760 0.45891
N 2.77058 0.96369 0.98381
N 1.60227 0.55722 0.72884
H -1.26346 1.78412 -1.83484
H -2.86629 1.96819 -1.24244
H -1.57268 3.17655 -0.68760
H -0.57773 1.65525 0.71040
H -2.35093 1.46878 1.11742
H -3.20849 -0.60771 0.88315
H -3.24442 -0.22599 -0.85720
H -2.51232 -1.84065 -0.41091
H -0.40988 -1.63427 1.64049
H -0.16723 -0.09257 2.21948
H -1.84588 -0.56593 2.31829
H -0.28640 -1.41867 -0.94166
H 2.01678 -0.94402 -2.22344
H 4.20451 -0.37334 -1.68488
H 5.58921 1.33635 -0.27122
H 5.17246 1.50764 1.37633
C 1.01164 -4.84692 0.02790
N 0.43886 -3.86914 0.14485
H 1.71796 -5.60035 -0.19009



Entry 4:
Density functional theory data (ωB97M-V/def2-TZVPD) for a single C10H17NO3 molecule at a distorted geometry.

total energy = -18277.3282 eV
gap between HOMO and LUMO = 9.22 eV
LUMO level = 0.69 eV
relative energy (zero: lowest compared OMol25 entry of this formula, charge and spin) = 62.1 kcal/mol
spin multiplicity = 1
HOMO = -0.3133 hartree
SMILES = O=C1OCCN(CCO)C12CCCC2

Element x y z (Å)
O 2.48197 1.13164 1.63026
C 1.95782 0.96613 0.52594
O 2.57042 1.24115 -0.65544
C 2.17694 0.48136 -1.79206
C 0.67037 0.68148 -2.07458
N -0.06705 0.22786 -0.87360
C -1.34623 -0.47058 -1.12545
C -2.54759 0.33560 -1.58049
O -2.72934 1.54747 -0.82965
C 0.62452 0.16563 0.47174
C 1.07100 -1.24132 0.94358
C 0.48649 -1.40263 2.33997
C -0.79545 -0.60379 2.30527
C -0.40439 0.62918 1.55176
H 2.38766 -0.61014 -1.70338
H 2.70809 0.87723 -2.65194
H 0.49078 1.73973 -2.25026
H 0.41005 0.14177 -2.97195
H -1.17163 -1.31275 -1.82582
H -1.63031 -0.95450 -0.21970
H -3.43122 -0.28885 -1.45360
H -2.48516 0.59787 -2.62894
H -1.84761 1.99433 -0.70439
H 0.68434 -2.01432 0.29066
H 2.14922 -1.40610 0.99105
H 0.29728 -2.45608 2.63100
H 1.22736 -0.98299 3.09076
H -1.60065 -1.14014 1.80950
H -1.10232 -0.37655 3.34526
H 0.03476 1.32820 2.26892
H -1.27012 1.17409 1.14555



Entry 5:
Density functional theory data (ωB97M-V/def2-TZVPD) for 3 unconnected molecules or ions with the total composition C10H17NO4 at a distorted geometry.

total energy = -20321.2974 eV
gap between HOMO and LUMO = 8.20 eV
LUMO level = 0.73 eV
relative energy (zero: lowest compared OMol25 entry of this formula, charge and spin) = 78.6 kcal/mol
spin multiplicity = 1
HOMO = -0.2745 hartree
SMILES = C=CC(=C=O)OCC.CN(C)C.O=C=O

Element x y z (Å)
C 1.59839 2.56983 1.34160
C 0.53143 1.82750 1.64496
C 0.24921 0.62393 0.89171
C 0.99493 0.04061 -0.01142
O 1.93705 0.16473 -0.77373
O -0.98421 0.10271 1.27247
C -2.13942 0.84047 0.95777
C -2.47838 0.67308 -0.56755
H 1.87271 3.53017 1.69494
H 2.34148 2.23673 0.57177
H -0.15264 2.24973 2.28840
H -2.95661 0.54211 1.66421
H -1.85896 1.80561 1.30244
H -1.49802 0.82535 -1.09458
H -2.94920 -0.24427 -0.73932
H -3.31089 1.28978 -0.76300
C 1.76130 -2.57750 0.28361
N 0.64550 -2.08903 -0.50360
C -0.67460 -2.56215 -0.23570
C 0.89212 -2.02911 -1.93468
H 1.60027 -2.82692 1.31623
H 1.98067 -3.57486 0.00965
H 2.72195 -2.09485 0.28292
H -0.78141 -2.85447 0.81318
H -1.46429 -1.90824 -0.29116
H -0.78069 -3.42611 -0.83298
H 0.16443 -1.55804 -2.56278
H 1.73215 -1.50079 -2.17477
H 1.23531 -3.12097 -2.21451
O 0.85469 4.98366 -0.66525
C -0.06840 4.33011 -0.56731
O -1.01586 3.73120 -0.40351



Entry 6:
Density functional theory data (ωB97M-V/def2-TZVPD) for a molecular structure, C10H17NOS at a distorted geometry.

total energy = -25013.3884 eV
gap between HOMO and LUMO = 8.58 eV
LUMO level = 0.89 eV
relative energy (zero: lowest compared OMol25 entry of this formula, charge and spin) = 113.7 kcal/mol
spin multiplicity = 1
HOMO = -0.2828 hartree

Element x y z (Å)
C -2.68577 0.71858 0.08859
C -1.76612 1.81053 -0.41683
C -2.48869 -0.54156 -0.81133
C 0.01491 1.15432 1.15057
C -0.44345 -1.45536 0.63035
C -0.32241 1.58729 -0.25964
C -0.97440 -0.98766 -0.75581
C 0.03564 -0.06661 0.67034
C 0.70801 -2.49160 0.53416
C 3.77289 0.95999 0.33899
N -0.02448 0.17426 -0.75804
O 2.42761 -0.52580 -1.29857
S 3.25002 -0.79611 0.09281
H -2.41000 0.29996 1.11648
H -3.82488 1.01052 0.08988
H -1.88519 2.05967 -1.49141
H -2.01568 2.70646 0.24570
H -3.07172 -1.35994 -0.32032
H -2.77508 -0.53081 -1.83714
H 1.48124 -0.23392 -1.17654
H -0.06543 1.67755 2.19174
H -1.19307 -1.77528 1.42476
H 0.29380 2.44360 -0.62950
H -0.65361 -1.62995 -1.51949
H 1.35954 -2.14522 1.33922
H 1.10228 -2.47782 -0.40165
H 0.32336 -3.50339 0.73587
H 4.23953 1.18729 -0.69681
H 4.53100 1.02697 1.03289
H 3.06016 1.70404 0.69075